[1]
Entry from OMol25: a single C19H23FN4O2 molecule (ωB97M-V with the def2-TZVPD basis set).

Each line ends with the natural charge from an NBO analysis.
CARTESIAN COORDINATES (ANGSTROEM)
H -2.733825 -0.082585 -3.257325  0.2062
O 3.017532 -0.618972 -2.132630  -0.6204
F -3.559508 2.297343 0.906835  -0.3312
N 2.020097 0.742302 -0.632241  -0.6187
C 2.126017 -0.409146 -1.338034  0.6918
H -0.232750 -0.790729 -2.799063  0.2216
H -5.561558 -1.787835 -1.550891  0.2106
C -4.095420 1.231190 0.266711  0.4076
C 0.776837 -1.723325 0.384518  -0.4122
H -0.700965 -0.212637 0.903711  0.2139
H 6.192724 3.349848 3.477317  0.2178
H 0.874153 -2.801071 0.523347  0.2205
C -0.608295 -1.301148 0.881863  -0.4929
H -3.005823 -2.805329 -1.881126  0.2410
H 5.900162 1.979703 4.556495  0.2347
C 4.892146 1.849888 2.704406  0.1004
H -6.606504 -0.975805 0.518691  0.2164
H 2.847515 2.657517 -0.755190  0.2082
C -5.736844 -0.474363 0.122963  -0.1725
H -4.049726 -1.247479 -3.488194  0.2219
H 6.971993 1.796314 3.161858  0.2185
N 4.815141 2.089283 1.352473  -0.5174
C 3.732226 1.201891 3.017639  -0.0994
C 3.631672 1.582032 0.920731  0.3329
C -5.210565 0.614106 0.797258  -0.2920
H -1.868856 -2.416103 -3.201859  0.1969
N -1.452451 -1.598061 -1.335014  -0.4604
C -3.497356 0.794698 -0.899296  -0.3048
H -0.780281 -1.672742 1.891634  0.2438
C -1.683890 -1.860155 -0.025582  0.6943
C -2.404077 -2.015021 -2.336085  -0.2058
C -5.149421 -0.929223 -1.042929  -0.2123
H 1.230380 -2.296036 -1.659042  0.2340
C -0.311189 -0.801550 -1.710244  -0.2062
C -4.023651 -0.303747 -1.563669  0.0192
C 3.146912 1.634181 -0.490865  -0.2674
H -0.432794 0.234674 -1.369879  0.1912
N 2.961853 1.043377 1.905390  -0.4935
H 3.922406 1.303168 -1.189696  0.2484
O -2.639017 -2.499961 0.366468  -0.6277
C -3.325727 -0.859948 -2.770439  -0.4324
H 1.544250 -1.247759 0.999353  0.2374
C 6.057640 2.268788 3.521692  -0.6392
C 0.978232 -1.386898 -1.106416  -0.3080
H 5.517549 2.545505 0.794023  0.4166
H -2.631211 1.315996 -1.278692  0.2193
H 1.389841 0.768695 0.156780  0.4125
H -5.644666 0.978994 1.714198  0.2288
H 3.399091 0.838133 3.968049  0.2081

Cartesian forces (eV/Å) of the 6 atoms listed first:
-0.03 0.02 -0.07
0.33 -0.11 -0.20
-0.07 -0.10 -0.05
0.01 0.53 0.23
-0.46 -0.37 -0.11
-0.03 0.06 0.06

As for the electronic energy: -1207.2507 a.u. As for the SMILES: Cc1cnc(CNC(=O)[C@H]2CCC(=O)N(CCc3cccc(F)c3)C2)[nH]1. For the HOMO energy, the calculation gives -8.69 eV. The calculation puts the LUMO energy at 0.58 eV. As for the spin multiplicity: 1.

=====

[2]
Entry from OMol25: 2 unconnected molecules or ions with the total composition C19H23FNO4PS (ωB97M-V with the def2-TZVPD basis set).

Each line ends with the natural charge from an NBO analysis.
CARTESIAN COORDINATES (ANGSTROEM)
H 1.413180 -6.866865 2.553826  0.2498
O -0.829591 3.303868 2.738677  -1.0003
H 4.660335 -5.952186 0.662107  0.2074
C -0.041180 2.979747 -1.685411  -0.2547
H 0.468924 -2.477142 1.046456  0.2438
H -4.812763 5.457754 -4.172359  0.2146
H -1.519185 3.974814 2.733273  0.4961
H -2.396599 5.094904 -4.591579  0.2208
H 1.305458 1.933603 -2.973793  0.2205
C -0.528499 1.920010 0.447546  -0.4720
H -3.458191 1.602027 2.044040  0.5102
H 4.159662 -4.726432 2.837795  0.1754
O 2.776315 -4.080693 1.421624  -0.5087
C 4.128966 -4.230297 1.867258  -0.0686
C -0.853200 -1.859285 -0.479032  0.0538
C -2.485668 4.395060 -1.278799  0.2319
C 0.962731 0.876058 -1.136822  -0.2508
H 1.294827 -1.873890 -0.402432  0.2064
C 0.460487 -1.706696 0.278310  -0.4424
H -1.123327 -2.913828 -0.562939  0.1750
C -1.973717 4.582411 -2.555954  -0.2360
C 4.994005 -4.929981 0.840740  -0.6368
H -0.174831 -0.369271 1.790889  0.2301
H 4.477415 -3.210525 2.021637  0.1997
H 6.029138 -4.962742 1.181000  0.2210
N -1.613857 4.038269 -0.222836  -0.6230
H -4.242029 4.397940 -0.059462  0.2143
C 2.252322 -6.418863 2.029030  -0.7436
O 0.699867 -4.766930 1.317312  -0.5781
H 1.626030 0.067711 -1.419487  0.2088
H -2.165313 3.873983 0.601704  0.3887
C -4.157800 5.161135 -3.363412  -0.2342
C 0.310522 0.848505 0.093740  0.0461
H 2.463856 -7.014147 1.141262  0.2452
C -0.721632 2.974835 -0.470519  0.2815
F -1.900397 -1.234976 0.221801  -0.3876
C 0.793882 1.924200 -2.019176  -0.1709
H 3.120224 -6.439890 2.682584  0.2195
P -1.305154 1.857389 2.108217  1.3433
C 0.562133 -0.349373 0.992187  -0.4433
C 1.838585 -5.035317 1.586685  0.8033
H 4.956312 -4.395645 -0.108299  0.2210
O -2.863105 2.280310 1.705109  -1.0154
C -3.845268 4.572758 -1.053159  -0.2717
H -5.733229 5.103763 -1.910099  0.2127
H -0.821825 -1.425890 -1.480155  0.1622
C -4.675212 4.964248 -2.091655  -0.1880
S -0.240656 4.352116 -2.785617  0.3012
H 1.535175 -0.251282 1.478769  0.2201
C -2.808122 4.954729 -3.600580  -0.1985

Cartesian forces (eV/Å) of the 6 atoms listed first:
-0.05 -0.01 -0.09
0.02 -0.14 0.02
0.02 -0.01 0.04
-0.04 0.00 -0.07
0.32 -0.02 -0.10
0.04 0.01 0.00

As for the electronic energy: -1932.9921 a.u. As for the SMILES: OP(O)c1c(CCCF)ccc2c1Nc1ccccc1S2.CCOC(C)=O. For the HOMO energy, the calculation gives -7.48 eV. The calculation puts the LUMO energy at 0.59 eV. As for the spin multiplicity: 1.

=====

[3]
Entry from OMol25: a molecular structure, C19H23HgN5S5Se (ωB97M-V with the def2-TZVPD basis set).

Each line ends with the natural charge from an NBO analysis.
CARTESIAN COORDINATES (ANGSTROEM)
H -3.750271 2.753008 -0.687787  0.2465
H -2.927355 -2.626576 2.011790  0.2165
H -4.330304 -2.025340 0.724030  0.2177
H -2.422551 -4.233783 0.259913  0.2418
C -1.880543 -2.859284 1.832152  -0.5527
H 3.151593 -0.099999 -1.399102  0.1916
C -3.460927 -0.114420 2.336743  -0.5440
H -3.405271 4.182394 -1.667400  0.2410
H 2.557214 -1.356361 2.445504  0.2496
H 2.437183 4.045416 2.354523  0.2588
S -1.413300 5.178546 0.032739  0.5189
H 0.605777 5.368929 1.402463  0.2584
N 1.161223 0.128483 -1.949858  -0.6429
H -4.101793 -0.971606 2.524669  0.2260
S -1.664933 -2.375066 -1.001918  0.2723
C 2.973932 0.260103 -3.516575  -0.2792
S -3.488898 0.201399 0.555673  0.2068
Hg -0.574605 0.241457 -0.365505  1.4155
C 2.229664 3.018386 2.070724  -0.4493
C -3.401559 -1.987097 -1.244923  -0.5608
H -5.172699 -1.084463 -0.483985  0.2459
H -0.695410 -3.954784 0.372689  0.2462
C -1.789109 3.567878 -0.397131  0.0864
H -1.582019 -3.598356 2.573724  0.2454
H -3.946089 0.740090 2.799060  0.2515
H -2.222059 -0.618843 4.006901  0.2392
H -2.678417 2.627778 -2.086616  0.2508
N -0.939918 2.697798 0.091618  -0.5442
C 2.313624 0.625136 1.645949  0.0764
C 0.307695 0.374835 -2.968604  0.2775
C -0.047966 4.663169 0.903136  -0.4350
C -4.185797 -1.338605 -0.104774  -0.5338
C -2.086463 -0.281867 2.982560  -0.5433
N -0.997608 0.470907 -2.710496  -0.9030
C 2.113231 0.487234 -4.592227  -0.2117
S -0.908292 -1.371616 2.160211  0.2228
N -0.237965 0.759162 -5.243549  -0.6508
C 2.482692 0.087331 -2.233908  0.0173
C -2.978451 3.267153 -1.260923  -0.6691
C 2.722353 -0.813576 1.511770  -0.6657
H 2.489279 0.619245 -5.602778  0.2336
H -3.911843 -2.901333 -1.537227  0.2413
C 0.730109 0.548159 -4.345852  0.1328
Se -1.786934 0.756133 -4.342686  0.8105
H -3.377336 -1.333983 -2.118944  0.2499
C 1.170564 2.525911 1.389616  0.1655
C -1.667745 -3.466571 0.428936  -0.5650
H 3.780464 -0.891433 1.261337  0.2464
S 3.322936 1.765170 2.429033  0.5096
H 4.044030 0.208871 -3.675569  0.2297
N 1.212668 1.158183 1.177683  -0.5483
C 0.063372 3.319751 0.823367  0.0780
H -1.554898 0.670778 3.017075  0.2410
H 2.143019 -1.287930 0.727053  0.2397

Cartesian forces (eV/Å) of the 6 atoms listed first:
0.04 0.01 0.01
0.08 -0.06 -0.05
-0.01 -0.06 -0.03
0.01 -0.10 0.04
0.03 -0.05 -0.08
-0.08 0.04 -0.09

As for the electronic energy: -5557.1629 a.u. As for the net charge: +1. For the HOMO energy (alpha / beta), the calculation gives -8.26 / -10.79 eV. The calculation puts the LUMO energy (alpha / beta) at -2.75 / -2.74 eV. The expectation value of S² is 0.784. As for the spin multiplicity: 2.

=====

[4]
Entry from OMol25: a molecular structure, C19H23HgN5S5Se in a non-equilibrium geometry (ωB97M-V with the def2-TZVPD basis set).

Each line ends with the natural charge from an NBO analysis.
CARTESIAN COORDINATES (ANGSTROEM)
C -0.034809 -4.686513 0.150557  -0.6620
C -1.650909 2.988587 1.918857  -0.5404
Se -3.109009 -2.477013 2.884857  1.0961
C 3.834391 -4.662013 -0.049943  -0.4131
C -3.743809 -2.655913 0.460057  0.0558
S 2.543491 -5.785813 -0.037343  0.4632
C -4.329009 -2.880913 -0.802943  -0.1213
C -2.378809 -1.821513 -1.755043  0.0969
H -5.279909 -3.386313 -0.869243  0.2464
N 2.004591 -3.304013 0.125257  -0.4874
N -4.233209 -2.969513 1.651857  -0.6052
H -3.863209 4.367887 -1.299143  0.2452
H -0.242309 -5.752213 0.087557  0.2374
H 0.378491 3.757187 1.975857  0.2295
C 3.363991 -3.379413 0.042857  0.0832
S -2.664309 1.804187 0.963757  0.1633
H -2.121009 2.104687 -1.361643  0.2326
C -2.931309 4.041087 -0.839343  -0.5415
H -0.438009 -4.292313 1.083957  0.2375
C -3.636109 -2.448213 -1.902243  -0.2606
C -0.158709 2.858787 1.674457  -0.5373
H -1.834409 -1.485213 -2.625743  0.2108
H 1.176991 3.880987 -1.718843  0.2384
H 0.227691 2.000487 2.223957  0.2228
H 1.652991 4.459187 -0.105543  0.2200
N -1.801809 -1.621913 -0.602043  -0.4654
H 4.354891 1.985187 -0.621243  0.2411
C 1.427391 -4.454013 0.094557  0.0913
H 6.218691 -2.918113 -0.288043  0.2467
H -1.884109 2.756287 2.959757  0.2422
H 4.845791 -5.004513 -0.121943  0.2478
Hg 0.707891 -0.754113 0.501057  0.8032
S -1.632309 4.724487 -1.937943  0.1939
C -0.270209 5.171987 -0.801243  -0.5402
C 0.816591 4.116887 -0.718243  -0.5291
H 4.650291 1.902687 1.114357  0.2412
C 5.527691 -2.117713 -0.130743  -0.4058
C 4.170491 -2.174213 0.038857  0.0862
C 4.090691 1.455387 0.293057  -0.6696
H -0.520209 -4.171113 -0.678043  0.2364
H -4.031409 -2.589713 -2.895243  0.2409
C -2.895609 2.523987 -0.725143  -0.5275
N -1.958409 -1.850413 1.722757  -0.6872
N 3.592391 -0.948713 0.200057  -0.4789
C 4.433791 0.023087 0.159957  0.0984
H -3.851709 2.092987 -1.019943  0.2274
S 6.081791 -0.498713 -0.091843  0.4535
H 3.019891 1.556887 0.470757  0.2417
C -2.449609 -2.013313 0.501357  0.2597
H 0.157691 6.083287 -1.221743  0.2422
S 0.229591 2.510687 -0.086043  0.1512
H -2.018709 3.990987 1.709457  0.2145
H -2.851109 4.538787 0.124457  0.2194
H -0.694109 5.406787 0.172157  0.2143

Cartesian forces (eV/Å) of the 6 atoms listed first:
-0.15 0.00 0.04
-0.38 -0.26 -0.40
0.12 0.06 -0.34
-0.31 0.15 0.04
0.63 0.29 0.88
-0.18 0.77 0.05

As for the electronic energy: -5557.1273 a.u. As for the net charge: +1. For the HOMO energy (alpha / beta), the calculation gives -10.82 / -10.81 eV. The calculation puts the LUMO energy (alpha / beta) at -3.87 / -5.08 eV. The expectation value of S² is 0.753. As for the spin multiplicity: 2.

=====

[5]
Entry from OMol25: a molecular structure, C19H23HgNP in a non-equilibrium geometry (ωB97M-V with the def2-TZVPD basis set).

Each line ends with the natural charge from an NBO analysis.
CARTESIAN COORDINATES (ANGSTROEM)
C -0.281872 3.061543 3.923898  -0.2775
H -1.244193 -2.297658 5.486218  0.1999
C 4.253574 -0.188560 1.713653  -0.2449
C 1.472616 4.928826 2.809359  -0.2129
H 5.658233 -0.699479 3.285351  0.1957
H 2.531012 0.186730 0.437373  0.2524
H 1.910802 1.003981 4.638466  0.2188
Hg -1.601754 -2.907654 -2.401782  -0.0235
H 4.906574 -0.511124 0.889207  0.1986
H -2.355328 1.407361 2.319267  0.2227
H 1.783108 3.462946 1.232539  0.2058
C -0.500882 -0.937521 4.001761  -0.1940
C 2.970213 0.243928 1.440592  -0.1511
C 2.184923 0.718706 2.489715  -0.2954
C -2.818787 -1.048875 4.672143  -0.1893
H 0.442552 -0.654977 -0.628286  0.1923
H 1.709108 1.937014 -1.610114  0.3677
C 3.876198 0.238882 4.099938  -0.2134
H 1.094916 6.110329 4.550509  0.1951
N 2.212050 1.038603 -1.643997  -1.0747
H 2.225810 5.604653 2.388554  0.1962
C -2.146497 0.604402 3.045634  -0.2248
H -3.609714 -1.523796 5.250752  0.1912
P 0.393653 0.872393 2.052563  0.9026
H -0.175298 0.915217 0.676848  0.1575
C -1.494165 -1.485105 4.807654  -0.2484
C 1.237230 3.718991 2.148841  -0.2638
C 2.594519 0.722020 3.828624  -0.2533
H -0.989979 0.492007 -1.402807  0.1784
C 4.681454 -0.246254 3.052717  -0.2499
H 0.512931 -1.337034 3.982533  0.2319
H -4.162760 0.398888 3.737855  0.2013
C -0.036404 4.272364 4.573064  -0.2228
C -0.616956 -0.004175 -0.473425  -1.2100
H -0.485881 4.455568 5.545352  0.1953
C 0.869978 5.173243 4.037449  -0.2570
H 4.248180 0.256174 5.132356  0.1966
H 0.619373 -0.749711 1.887404  -0.2604
C -0.821169 0.197302 3.239268  -0.3010
C 0.395788 2.740706 2.738131  -0.2183
H 1.626889 0.389612 -2.161054  0.3742
H -1.325846 -0.218129 0.377098  0.1976
C -3.138360 0.019236 3.827022  -0.2444
H 3.087284 1.194521 -2.131684  0.3455
H -0.898623 2.317909 4.442740  0.2135

Cartesian forces (eV/Å) of the 6 atoms listed first:
0.56 0.25 0.20
-0.16 0.02 -0.14
0.23 -0.16 0.23
0.40 -0.66 -0.55
-0.43 0.42 -0.09
0.35 0.12 0.41

As for the electronic energy: -1287.1555 a.u. As for the net charge: -1. For the HOMO energy, the calculation gives -2.05 eV. The calculation puts the LUMO energy at 3.05 eV. As for the spin multiplicity: 1.